C5H15N2 | ωB97M-V/def2-TZVPD

The frontier orbital gap (spin up / spin down) comes out at 5.36 / 5.11 eV. The LUMO energy (spin up / spin down) is -12.85 / -13.11 eV. The value obtained for the HOMO energy (spin up / spin down) is -18.22 / -18.22 eV.

Geometry as ORCA input:
```
! RIJCOSX wB97M-V def2-TZVPD def2/J DEFGRID3
* xyz 2 2
N 0.777 -1.616 -0.401
C -0.686 -1.560 -0.207
C -1.420 -2.468 -1.215
C -1.109 -0.063 -0.388
N -0.317 0.785 0.462
C -0.724 2.100 0.614
C -0.350 2.959 -0.628
H 1.186 -2.471 0.008
H 6.389 -1.147 3.654
H 6.494 -0.526 3.299
H -0.828 -1.879 0.852
H -2.497 -2.372 -1.061
H -1.173 -2.088 -2.205
H -1.127 -3.485 -0.971
H -2.132 0.115 -0.036
H -0.861 0.298 -1.405
H 1.145 -0.804 0.134
H -0.412 2.597 1.541
H -1.826 2.142 0.733
H 0.733 2.874 -0.810
H -0.809 2.582 -1.540
H -0.454 4.026 -0.429
*
```